Formula: C34H47BClIrN7OS3
Source: the OMol25 dataset
Level of theory: wB97M-V/def2-TZVPD

XYZ file:
```
95
Properties=species:S:1:pos:R:3:lowdin_spin:R:1
Ir -0.347 0.223 -0.962 0.380
C -6.188 0.359 1.892 0.000
C -4.986 -0.243 1.170 0.000
C -5.156 -1.759 1.118 0.000
C -4.889 0.379 -0.221 0.000
N -3.737 0.091 1.943 0.000
C -3.728 0.835 3.109 0.000
C -2.453 0.908 3.531 0.000
N -1.668 0.214 2.632 0.000
B -0.158 0.097 2.895 0.002
N 0.470 -1.240 2.375 0.017
C 0.442 -2.359 3.167 0.014
C 1.207 -3.305 2.579 0.014
N 1.732 -2.762 1.427 0.020
C 1.229 -1.513 1.312 0.031
S 1.513 -0.391 -0.012 0.406
C 2.772 -3.531 0.636 0.001
C 3.397 -2.709 -0.484 0.015
C 2.095 -4.779 0.075 0.000
C 3.883 -3.910 1.619 0.001
N 0.654 1.357 2.448 0.007
C 1.691 1.814 3.237 0.003
C 2.006 3.060 2.832 0.000
N 1.171 3.381 1.778 0.003
C 0.376 2.316 1.548 0.014
S -0.823 2.171 0.301 0.023
C 1.059 4.770 1.184 0.000
C -0.335 5.303 1.510 0.000
C 2.104 5.664 1.844 0.000
C 1.320 4.744 -0.318 0.000
C -2.466 -0.273 1.663 0.001
S -1.925 -1.214 0.312 -0.001
H -7.079 0.103 1.322 0.000
H -6.136 1.447 1.946 0.000
H -6.313 -0.051 2.895 0.000
H -6.094 -1.991 0.615 0.000
H -5.202 -2.172 2.127 0.000
H -4.349 -2.244 0.574 0.000
H -5.822 0.195 -0.754 0.000
H -4.069 -0.048 -0.793 0.000
H -4.748 1.459 -0.144 0.000
H -4.619 1.235 3.551 0.000
H -2.035 1.378 4.403 0.000
H -0.023 0.047 4.085 0.000
H -0.100 -2.380 4.095 0.001
H 1.437 -4.303 2.900 0.001
H 2.706 -2.438 -1.281 0.008
H 4.173 -3.329 -0.935 0.002
H 3.880 -1.805 -0.113 0.000
H 1.265 -4.522 -0.585 0.000
H 1.709 -5.423 0.864 0.000
H 2.824 -5.353 -0.495 0.000
H 4.323 -3.020 2.069 0.000
H 4.665 -4.439 1.076 0.000
H 3.533 -4.568 2.412 0.000
H 2.091 1.225 4.043 0.000
H 2.742 3.738 3.216 0.000
H -0.505 5.306 2.587 0.000
H -1.118 4.718 1.029 0.000
H -0.416 6.328 1.151 0.000
H 1.942 5.769 2.917 0.000
H 2.015 6.656 1.404 0.000
H 3.120 5.314 1.658 0.000
H 0.559 4.187 -0.856 0.000
H 2.299 4.321 -0.539 0.000
H 1.306 5.771 -0.682 0.000
O -2.025 0.914 -2.158 0.001
C -2.076 0.317 -3.470 0.001
C -1.453 -1.046 -3.402 0.000
C -1.734 -1.995 -4.368 0.000
C -1.116 -3.232 -4.305 0.000
C -0.252 -3.493 -3.254 0.001
C -0.027 -2.506 -2.319 0.004
N -0.596 -1.296 -2.399 0.016
H -2.072 1.878 -2.234 0.001
H -1.534 0.939 -4.185 0.000
H -3.118 0.245 -3.780 0.000
H -2.435 -1.761 -5.159 0.000
H -1.319 -3.984 -5.055 0.000
H 0.239 -4.450 -3.151 0.000
H 0.620 -2.665 -1.471 0.002
Cl 3.648 1.916 -0.892 0.010
C 3.407 0.781 -2.197 0.002
C 4.520 0.080 -2.637 0.000
C 4.396 -0.817 -3.683 0.001
C 3.160 -0.991 -4.292 0.001
C 2.062 -0.282 -3.837 0.000
C 2.141 0.616 -2.766 0.003
C 0.921 1.332 -2.277 -0.007
H 5.479 0.258 -2.169 0.000
H 5.265 -1.355 -4.038 0.000
H 3.057 -1.663 -5.133 0.000
H 1.111 -0.403 -4.343 0.000
H 0.308 1.592 -3.144 0.000
H 1.196 2.262 -1.787 0.000
```

Computed properties:
Largest force on an atom in hartree/bohr: 0.001
Gap between HOMO and LUMO (alpha / beta) in eV: 7.5 / 5.1
Charge: +2
Energy relative to the best compared isomer or geometry (same formula, charge and spin) in eV: 0.382
Multiplicity: 2
HOMO energy (alpha / beta) in hartree: -0.47001 / -0.47058
<S²>: 0.76